C2H10NOSi | ωB97M-V/def2-TZVPD

Each line ends with the natural charge from an NBO analysis.
CARTESIAN COORDINATES (ANGSTROEM)
C -1.65568 -0.51569 0.17147  -0.4636
C 0.44936 -1.48224 -0.66770  0.1850
N -1.67489 0.93002 0.19675  -0.6794
O 1.21387 -0.42439 -0.65335  -0.8247
Si 2.28677 0.56778 0.18848  1.1779
H -1.47410 -0.88874 1.14560  0.2170
H -2.38669 -0.87161 -0.60287  0.2276
H 0.51268 -2.34686 0.02921  0.2048
H 0.04608 -1.61044 -1.61696  0.1840
H -0.82797 1.34779 -0.47745  0.4160
H -1.49083 1.35096 1.10656  0.4407
H -2.47070 1.29446 -0.18013  0.4271
H 3.63946 -0.00891 0.28557  -0.1353
H 1.77480 0.85245 1.57299  -0.1955
H 2.05784 1.80542 -0.49817  -0.1816

Forces on atoms 1 to 6 (eV/Å):
1.2 -1.8 -2.2
-1.8 1.4 2.1
6.0 0.8 -1.2
0.7 0.0 0.2
-0.3 -0.3 1.2
-0.7 -0.7 0.6

For the HOMO energy (spin up / spin down), the calculation gives -0.45990 / -0.45997 hartree. For the maximum force, the calculation gives 6.2 eV Å⁻¹. The calculation puts the frontier orbital gap (spin up / spin down) at 8.741 / 8.745 eV. As for the lowest unoccupied orbital energy (spin up / spin down): -0.139 / -0.139 Eh. The value obtained for the energy is -13641.17898 eV. As for the net charge: +1.

C2H10NS | ωB97M-V/def2-TZVPD

Each line ends with the natural charge from an NBO analysis.
CARTESIAN COORDINATES (ANGSTROEM)
N 2.53559 -0.69194 -0.80474  -0.8844
H 2.51833 -1.63032 -1.19379  0.4507
H 2.60268 -0.00834 -1.55688  0.4518
H 3.30553 -0.54408 -0.14871  0.4508
H 1.61441 -0.51156 -0.33613  0.4460
C -1.99081 0.42204 -0.63046  -0.7085
S -0.31183 0.49798 0.06085  0.1251
C -0.59477 -0.40285 1.60498  -0.7383
H -2.62404 1.00390 0.02294  0.2374
H -1.97630 0.83826 -1.63247  0.2462
H -2.28739 -0.62497 -0.66022  0.2273
H -0.89568 -1.42238 1.40107  0.2236
H -1.38723 0.07676 2.16033  0.2392
H 0.28846 -0.35695 2.22111  0.2330

Forces on atoms 1 to 6 (eV/Å):
-0.2 0.3 0.2
0.2 -0.2 0.0
0.1 0.0 -0.1
0.0 -0.2 -0.1
-0.2 0.1 -0.2
0.6 -0.5 0.0

For the HOMO energy, the calculation gives -0.47022 hartree. For the maximum force, the calculation gives 0.8 eV Å⁻¹. The calculation puts the frontier orbital gap at 8.906 eV. As for the lowest unoccupied orbital energy: -0.143 Eh. The value obtained for the energy is -14554.95872 eV. As for the net charge: +1.

C2H10NS | ωB97M-V/def2-TZVPD

Each line ends with the natural charge from an NBO analysis.
CARTESIAN COORDINATES (ANGSTROEM)
C 1.33494 1.62304 0.39102  -0.7701
S 1.23217 0.34754 -0.84856  -0.0655
H 0.89366 1.05506 -1.94806  0.1542
H 0.85662 1.30006 1.32681  0.2100
H 0.77375 2.54631 0.25840  0.2464
H 2.36149 1.88544 0.61492  0.2432
C -1.84861 -0.43834 0.34225  -0.4296
N -1.59869 -1.83264 0.83945  -0.6670
H -1.40477 -1.74198 1.83605  0.4434
H -2.47417 -2.35348 0.73170  0.4431
H -0.86459 -2.43752 0.45128  0.4552
H -0.93254 0.13186 0.53376  0.2489
H -2.62352 -0.03350 0.98316  0.2317
H -2.01833 -0.32047 -0.71281  0.2559

Forces on atoms 1 to 6 (eV/Å):
-0.4 0.8 1.3
-0.1 -0.3 -0.6
0.1 0.0 0.4
0.4 -0.5 -0.1
0.1 0.0 -0.9
0.1 0.0 0.0

For the HOMO energy, the calculation gives -0.46494 hartree. For the maximum force, the calculation gives 1.8 eV Å⁻¹. The calculation puts the frontier orbital gap at 8.715 eV. As for the lowest unoccupied orbital energy: -0.145 Eh. The value obtained for the energy is -14554.23892 eV. As for the net charge: +1.